Formula: C20H44FNO10S5
Source: the OMol25 dataset
Level of theory: the ωB97M-V functional and the def2-TZVPD basis

Values from the calculation:
Total energy = -3685.9328 Ha
Lowest unoccupied orbital energy = 0.0079 hartree
Net charge = 0
Energy above the lowest of the compared OMol25 structures with the same formula, charge and spin = 109.1 kJ/mol

Cartesian coordinates (Å):
S 20.321318 2.384655 35.067968
S 14.825635 1.101812 29.623842
S 17.123496 -2.926729 31.131381
S 21.927018 -1.099567 30.312082
S 18.721770 3.801188 29.762614
F 17.950606 -0.120901 34.651222
O 21.915608 -1.759838 29.008703
O 20.773942 -1.116576 31.131255
O 17.305707 -1.492976 30.893207
O 16.135098 1.534027 30.043801
O 19.601111 2.816051 29.248103
O 19.335953 3.398863 34.898760
O 17.962695 3.514500 31.041416
O 13.763319 2.053026 29.630476
O 16.023148 -3.654630 30.736219
O 20.621925 1.663440 33.918409
N 18.823586 0.867414 32.033001
C 20.879383 2.152412 37.604970
C 22.049715 2.579165 36.938190
C 18.756482 -4.766777 32.037239
C 22.386506 0.499250 30.012351
C 18.193034 -3.949921 33.232173
C 18.622153 6.352497 29.349058
C 18.604429 -3.752213 30.821925
C 17.046427 -3.020662 32.775462
C 17.561727 4.317205 28.494377
C 14.212669 -0.310150 30.622196
C 15.065886 -1.099701 28.405806
C 14.030309 -1.419651 29.569086
C 23.310280 0.855827 31.220821
C 24.202914 -0.397373 31.378850
C 14.985154 0.311464 28.130259
C 17.894759 5.711667 28.124715
C 19.937966 1.530499 36.617739
C 19.556357 5.348100 30.018467
C 23.319413 -1.592027 31.408123
C 21.690654 3.258507 35.611257
H 22.496527 3.289014 37.435184
H 21.419588 4.275532 35.964767
H 19.014668 1.304756 36.673015
H 17.835377 3.704548 27.668672
H 17.100757 -2.062172 33.281691
H 23.766090 1.884085 31.065702
H 18.735992 -4.210209 29.698258
H 18.345862 0.650734 31.117162
H 21.441653 1.169180 29.858238
H 22.803180 1.771028 36.808783
H 19.369219 -3.120929 30.804172
H 16.868890 6.311160 27.802210
H 19.502466 1.442114 32.085445
H 19.718598 -4.976039 32.364402
H 23.752553 -2.354934 30.859919
H 15.967230 0.635543 27.580622
H 21.133485 1.676595 38.504558
H 18.026845 -4.372846 34.154963
H 23.122617 -1.522847 32.365388
H 24.716700 -0.281095 30.335011
H 14.135713 0.628276 27.420584
H 22.858967 1.028075 31.998630
H 18.916748 -3.171255 33.464452
H 14.925193 -0.670088 31.235104
H 18.716293 7.351561 29.020687
H 20.264872 0.669147 36.457580
H 18.470367 5.782512 27.258405
H 14.117787 -2.420068 30.019531
H 20.413278 2.954113 37.944852
H 18.178608 -5.799223 31.859208
H 20.430625 5.449687 29.485819
H 16.541847 4.021467 28.793108
H 19.052364 0.096690 32.658309
H 24.775832 -0.269332 32.327376
H 19.825714 5.557615 31.124082
H 22.424542 3.127565 34.765316
H 18.180071 1.239452 32.621971
H 13.138516 -1.082508 29.178280
H 16.147386 -3.604469 32.870626
H 13.350000 0.050165 30.889749
H 22.635914 0.511120 29.040672
H 17.680203 6.686338 30.057266
H 14.828651 -1.644299 27.470382
H 16.018026 -1.364326 28.631473

Force components x, y, z for each atom (eV/Å):
S -3.1 3.0 2.7
S 0.6 0.1 2.8
S 3.3 4.9 0.7
S 0.3 -1.6 -1.2
S -3.5 0.2 4.6
F 0.5 0.1 -0.6
O 0.2 -0.2 1.4
O -2.0 -0.4 1.2
O -0.4 -0.7 -1.5
O 0.4 0.0 0.0
O 1.4 -1.3 -0.6
O -1.7 0.9 -0.2
O 2.2 0.7 -3.2
O -0.8 1.0 -0.5
O -4.1 -2.6 -3.4
O 1.5 -3.1 -2.9
N -4.9 -6.3 -2.0
C -2.1 -1.8 0.0
C 2.5 -2.8 -4.4
C -3.7 -0.8 -0.5
C -2.6 3.4 3.3
C 0.8 2.7 -2.1
C -5.7 0.7 1.5
C -0.6 -5.6 -2.4
C 0.3 -2.0 3.6
C -0.2 -1.4 -0.1
C 3.5 -1.0 -5.0
C -3.3 -2.7 -0.4
C 2.4 0.8 -0.2
C 4.3 -0.1 -8.6
C 1.8 3.2 -2.7
C 0.8 2.4 -4.8
C -3.3 2.3 1.1
C 4.9 5.5 -0.8
C -0.9 2.2 1.7
C 0.1 2.3 -5.0
C 2.0 -0.2 0.5
H 2.7 3.5 3.1
H 0.0 -0.4 -1.3
H -7.1 -0.2 0.9
H 0.0 -0.9 -0.6
H -0.3 0.2 0.1
H 0.4 -1.5 -0.3
H -1.0 0.8 2.8
H 1.0 0.1 1.2
H 1.2 -1.2 1.1
H -0.5 0.2 -0.1
H 3.1 3.2 0.5
H 2.6 -1.3 1.1
H 6.4 5.2 -0.6
H 2.1 -0.6 -0.4
H 0.8 -2.3 0.1
H -1.8 -0.1 1.2
H 0.0 -1.7 1.0
H -0.6 -1.6 1.7
H -2.2 -1.7 4.7
H 0.4 -0.9 2.3
H 1.0 -0.6 1.3
H -5.8 1.3 8.2
H 0.8 -0.3 0.0
H 2.2 -0.3 2.9
H 2.3 1.1 -0.1
H 3.2 -7.9 -1.6
H 1.3 -0.2 -1.4
H -0.4 0.4 -0.6
H -2.2 4.1 1.7
H 1.2 2.4 0.3
H 2.3 -0.7 -1.3
H 0.5 0.5 0.2
H 0.1 -1.1 -0.2
H 0.3 -0.4 -1.2
H -0.9 -0.6 -1.8
H -0.4 0.8 1.2
H -3.4 1.9 2.3
H -2.6 -0.8 -1.2
H -0.8 0.4 0.8
H -4.5 1.6 2.6
H 2.6 0.2 -3.3
H 2.1 -1.5 -1.0
H -0.1 0.0 0.6
H 2.9 -0.9 1.1